Computed, not measured: C3H4N2OS2 in the gas phase, with ωB97M-V with the def2-TZVPD basis set.

Structure (XYZ):
```
12
Properties=species:S:1:pos:R:3:forces:R:3:lowdin_charge:R:1
H -0.534 -2.722 0.122 0.0 0.6 -0.6 0.064
N -0.494 -2.062 -0.675 0.0 -0.3 0.7 0.134
C -0.471 -0.854 -0.288 0.1 -0.3 0.3 -0.519
C -0.407 -0.306 1.110 -0.6 0.7 -0.1 -0.374
S 1.164 0.576 1.276 0.1 0.2 -0.3 0.951
C 0.980 1.651 -0.092 0.4 0.2 0.2 -1.194
S 1.958 2.916 -0.366 -0.3 -0.4 0.1 0.698
O -0.112 1.445 -0.878 -0.2 0.2 -0.1 -0.157
N -0.461 0.138 -1.252 0.0 0.0 -0.2 0.054
H -1.235 0.415 1.316 0.5 -0.7 -0.2 0.110
H -0.399 -1.099 1.844 -0.1 -0.2 0.1 0.077
H 0.009 -0.100 -2.117 0.0 0.0 0.0 0.155
```
Positions in Å, forces in eV/Å.

For the LUMO energy, the calculation gives -0.2 eV. Its structure (SMILES) is [H]/N=C1\CSC(=S)ON1. The relative energy (zero: lowest compared OMol25 entry of this formula, charge and spin) is 231.9 kJ/mol. The calculation puts the strongest force on any atom at 0.0182 hartree/bohr.

***

Computed, not measured: C3H6N2O in the gas phase, with ωB97M-V with the def2-TZVPD basis set.

Structure (XYZ):
```
12
Properties=species:S:1:pos:R:3:forces:R:3:lowdin_charge:R:1
H -3.193 -1.515 -0.614 0.1 0.1 0.0 0.037
N -2.247 -1.486 -0.239 0.0 0.4 -0.2 0.090
C -1.683 -0.389 -0.540 -0.2 -0.3 0.0 -0.334
N -0.380 -0.166 -0.103 0.1 0.2 -0.1 0.064
C 0.205 0.931 -0.357 -0.2 -0.2 0.0 -0.241
O 1.436 1.164 0.088 -0.2 0.0 -0.1 -0.077
C 1.981 0.060 0.821 0.2 -0.2 0.2 -0.071
H -2.165 0.411 -1.125 0.0 -0.1 0.1 0.113
H -0.185 1.779 -0.931 0.0 -0.1 0.1 0.146
H 2.921 0.408 1.240 0.0 0.0 -0.1 0.088
H 2.137 -0.784 0.144 0.0 0.1 0.1 0.094
H 1.286 -0.257 1.603 0.2 0.1 -0.1 0.089
```
Positions in Å, forces in eV/Å.

For the LUMO energy, the calculation gives 1.0 eV. Its structure (SMILES) is [H]/N=C/N=C/OC. The relative energy (zero: lowest compared OMol25 entry of this formula, charge and spin) is 175.6 kJ/mol. The calculation puts the strongest force on any atom at 0.0087 hartree/bohr.

***

Computed, not measured: a molecular structure, C15H53B2BaO20P5 in a non-equilibrium geometry, with ωB97M-V with the def2-TZVPD basis set.

Structure (XYZ):
```
96
Properties=species:S:1:pos:R:3:forces:R:3:lowdin_charge:R:1
Ba -8.423 -25.026 -2.740 -0.2 -0.6 0.2 1.863
B -8.638 -22.634 -3.950 0.1 1.8 -1.1 -0.581
H -7.862 -23.383 -4.288 1.9 -1.0 -1.0 -0.135
H -8.433 -22.350 -2.871 0.2 0.3 2.3 -0.080
H -8.541 -21.668 -4.583 0.0 1.1 -0.8 -0.040
H -9.642 -23.124 -4.148 -2.2 -1.0 -0.1 -0.080
B -6.016 -24.462 -1.291 1.1 0.3 0.5 -0.553
H -5.790 -24.188 -2.374 0.4 0.5 -2.1 -0.057
H -6.437 -25.514 -1.307 -0.6 -2.5 0.4 -0.124
H -5.052 -24.380 -0.651 1.1 0.0 0.9 -0.037
H -6.822 -23.756 -0.908 -1.6 1.4 0.8 -0.084
C -8.044 -30.097 -4.356 -0.1 0.5 0.4 -0.065
O -6.714 -29.599 -4.566 0.7 0.4 0.3 -0.209
P -6.196 -28.367 -3.698 0.6 0.2 -0.3 0.405
O -7.016 -27.151 -3.798 0.3 -0.9 0.6 -0.339
O -5.987 -28.945 -2.219 -0.9 0.5 -0.2 -0.215
C -5.284 -30.147 -1.986 1.6 -0.4 -0.4 -0.112
O -4.709 -28.175 -4.256 -1.3 -0.6 0.3 -0.216
C -3.879 -27.209 -3.595 1.4 0.7 -0.9 -0.071
H -8.565 -29.989 -5.304 -0.1 -0.4 0.0 0.082
H -8.590 -29.521 -3.605 0.1 0.2 -0.1 0.068
H -7.982 -31.112 -3.969 0.0 -0.1 -0.4 0.095
H -4.636 -30.416 -2.827 -0.3 0.1 -0.2 0.091
H -5.895 -31.020 -1.761 -0.4 0.3 0.1 0.092
H -4.553 -29.974 -1.194 -0.4 0.1 0.3 0.097
H -2.950 -27.720 -3.340 -0.2 -0.1 0.5 0.090
H -4.295 -26.612 -2.784 -0.4 -0.5 0.2 0.090
H -3.557 -26.491 -4.355 -0.3 0.0 0.0 0.093
C -7.677 -24.976 1.947 1.2 0.0 0.6 -0.076
O -8.983 -24.414 2.190 0.2 0.3 -0.8 -0.209
P -9.523 -23.515 0.983 0.3 0.3 1.3 0.365
O -9.524 -24.193 -0.307 -0.3 0.0 -0.5 -0.321
O -10.991 -23.174 1.480 -0.2 -0.5 0.0 -0.206
C -11.227 -22.353 2.622 0.0 0.9 -0.1 -0.087
O -8.686 -22.162 1.133 -0.8 -1.3 -0.3 -0.211
C -8.930 -21.124 0.164 1.2 0.7 0.0 -0.071
H -7.697 -26.059 1.839 -0.5 0.0 -0.2 0.076
H -7.050 -24.769 2.816 -0.2 0.1 0.1 0.094
H -7.135 -24.544 1.102 -0.4 0.0 -0.2 0.056
H -10.766 -21.388 2.407 0.0 0.1 0.4 0.081
H -10.860 -22.742 3.572 0.3 -0.3 -0.3 0.092
H -12.297 -22.196 2.743 0.0 -0.2 -0.3 0.088
H -9.180 -20.241 0.756 -0.4 0.0 -0.3 0.087
H -9.626 -21.357 -0.640 -0.2 -0.2 0.3 0.094
H -7.965 -20.928 -0.311 -0.1 -0.1 -0.1 0.099
C -9.039 -28.414 -8.414 0.6 0.0 0.0 -0.084
O -9.024 -27.761 -7.138 -0.1 1.1 0.2 -0.243
P -8.693 -26.183 -6.995 1.4 0.3 -0.6 0.402
O -8.571 -25.735 -5.612 -0.8 -0.6 0.2 -0.275
O -7.337 -25.932 -7.818 -0.9 -0.1 -0.1 -0.200
C -6.182 -26.673 -7.413 0.1 -0.3 0.5 -0.078
O -9.733 -25.420 -7.917 0.3 -0.5 0.4 -0.187
C -10.990 -25.095 -7.309 -0.5 0.9 0.3 -0.080
H -8.222 -29.133 -8.355 -0.4 -0.4 -0.2 0.091
H -8.811 -27.780 -9.273 -0.1 0.4 0.3 0.092
H -10.017 -28.858 -8.580 0.1 -0.2 0.1 0.088
H -5.326 -26.038 -7.188 -0.3 0.4 -0.3 0.097
H -5.923 -27.356 -8.220 0.0 -0.1 0.1 0.091
H -6.376 -27.197 -6.477 0.0 -0.3 -0.1 0.060
H -11.002 -25.163 -6.219 0.3 -0.4 0.0 0.071
H -11.784 -25.700 -7.745 0.1 0.0 -0.1 0.087
H -11.170 -24.033 -7.477 -0.1 -0.1 -0.4 0.101
C -10.780 -27.378 1.384 -0.4 -0.8 -0.5 -0.030
O -11.001 -28.203 0.202 0.1 0.4 -0.6 -0.236
P -9.770 -28.486 -0.777 -0.4 -0.6 0.4 0.418
O -9.052 -27.337 -1.356 -0.4 -0.9 0.5 -0.339
O -8.884 -29.471 0.131 0.2 0.7 -0.7 -0.189
C -7.589 -29.043 0.545 1.3 -0.2 0.3 -0.100
O -10.418 -29.474 -1.844 0.2 0.8 0.3 -0.214
C -11.709 -30.055 -1.662 -0.6 -0.1 0.8 -0.090
H -10.557 -28.070 2.194 0.5 0.2 0.1 0.096
H -11.735 -26.927 1.640 0.1 0.3 -0.3 0.088
H -10.016 -26.647 1.136 0.0 0.2 0.5 0.065
H -7.535 -29.045 1.633 -0.2 0.2 0.0 0.091
H -7.256 -28.093 0.124 -0.5 0.2 0.1 0.080
H -6.807 -29.733 0.214 -0.4 -0.3 -0.1 0.068
H -11.865 -30.764 -2.468 0.1 0.0 0.0 0.095
H -12.517 -29.324 -1.630 0.3 0.3 -0.5 0.074
H -11.778 -30.521 -0.675 0.3 -0.4 -0.2 0.092
C -14.382 -26.244 -5.024 -0.2 2.0 -0.3 -0.076
O -13.200 -25.622 -4.464 0.8 -1.1 0.6 -0.218
P -12.325 -26.434 -3.379 -0.2 -0.1 -1.1 0.412
O -11.036 -25.756 -3.150 -1.3 -0.5 0.1 -0.339
O -13.318 -26.754 -2.187 0.7 -0.1 0.2 -0.208
C -13.523 -25.742 -1.197 0.4 0.7 0.4 -0.070
O -12.258 -27.926 -3.951 0.2 0.5 0.4 -0.224
C -11.410 -28.114 -5.078 0.1 -1.1 -0.7 -0.090
H -14.562 -27.294 -4.818 0.3 0.0 0.3 0.091
H -14.320 -26.029 -6.091 0.0 -0.5 -0.1 0.086
H -15.177 -25.583 -4.670 -0.4 -0.6 0.1 0.091
H -12.616 -25.162 -0.994 0.0 0.0 -0.5 0.089
H -13.731 -26.189 -0.226 -0.5 -0.3 -0.3 0.089
H -14.316 -25.090 -1.566 0.0 0.0 0.4 0.096
H -11.104 -29.163 -5.128 0.0 0.0 0.5 0.090
H -10.499 -27.525 -5.042 -0.1 0.3 0.0 0.066
H -11.988 -28.012 -6.001 0.1 0.7 0.0 0.094
```
Positions in Å, forces in eV/Å.

For the LUMO energy, the calculation gives 0.3 eV. The relative energy (zero: lowest compared OMol25 entry of this formula, charge and spin) is 0.0 kJ/mol. The calculation puts the strongest force on any atom at 0.0501 hartree/bohr.

***

Computed, not measured: C24H22O3 in the gas phase, with ωB97M-V with the def2-TZVPD basis set.

Structure (XYZ):
```
49
Properties=species:S:1:pos:R:3:forces:R:3:lowdin_charge:R:1
C -0.347 -0.785 -3.082 -0.1 -0.3 0.1 -0.084
C -0.643 0.583 -3.173 -0.2 0.2 0.1 -0.082
C -1.287 1.222 -2.150 0.1 0.0 -0.2 -0.032
C -1.662 0.520 -0.987 0.1 -0.4 0.0 -0.160
C -2.330 1.157 0.080 -0.2 0.1 0.5 0.026
C -2.662 0.461 1.215 0.1 0.1 -0.2 -0.274
O -3.326 0.984 2.297 -0.1 -0.4 -0.3 -0.054
C -3.018 2.288 2.741 0.3 0.3 0.2 -0.142
C -1.728 2.300 3.598 -0.1 -0.1 0.0 -0.160
O -0.753 3.247 3.218 0.1 0.1 0.1 -0.128
C -0.125 3.080 1.970 0.2 -0.1 -0.3 -0.172
C 0.613 1.748 1.787 -0.3 0.0 0.4 -0.169
O 1.286 1.836 0.552 0.1 0.0 -0.3 -0.031
C 1.705 0.687 -0.051 0.0 -0.2 0.1 -0.253
C 2.263 0.870 -1.338 0.1 0.0 -0.1 0.005
C 2.703 -0.195 -2.062 0.0 0.3 0.1 -0.031
C 2.602 -1.508 -1.554 0.0 -0.1 0.3 -0.190
C 3.013 -2.635 -2.291 0.0 -0.1 0.0 -0.039
C 2.885 -3.895 -1.774 0.1 0.0 -0.2 -0.090
C 2.345 -4.079 -0.492 -0.1 0.0 0.2 -0.088
C 1.943 -3.003 0.249 0.0 -0.1 0.0 -0.042
C 2.055 -1.693 -0.259 0.2 0.0 -0.3 -0.177
C 1.624 -0.573 0.482 -0.1 0.4 0.2 0.028
C -2.364 -0.919 1.299 0.0 0.0 0.0 0.003
C -1.734 -1.559 0.273 -0.1 0.1 0.1 -0.021
C -1.356 -0.862 -0.894 -0.1 0.3 -0.1 -0.175
C -0.696 -1.493 -1.967 0.0 0.0 -0.2 -0.032
H 0.160 -1.274 -3.900 0.1 -0.1 0.0 0.107
H -0.357 1.129 -4.059 0.0 0.1 -0.1 0.105
H -1.514 2.277 -2.219 0.0 0.1 0.0 0.113
H -2.583 2.201 -0.033 0.0 0.1 0.0 0.118
H -3.877 2.585 3.345 0.1 0.0 -0.1 0.128
H -2.922 2.998 1.915 0.0 0.0 0.0 0.114
H -1.965 2.573 4.628 0.0 -0.1 -0.1 0.127
H -1.311 1.284 3.604 -0.1 0.0 0.0 0.126
H 0.597 3.897 1.910 -0.1 -0.1 -0.1 0.136
H -0.833 3.187 1.138 0.0 0.0 0.1 0.110
H 1.324 1.589 2.609 -0.1 0.0 -0.1 0.147
H -0.105 0.919 1.764 0.1 0.1 0.0 0.100
H 2.320 1.878 -1.718 0.0 0.1 -0.1 0.122
H 3.128 -0.047 -3.044 0.0 0.0 -0.1 0.117
H 3.429 -2.486 -3.278 0.0 0.0 -0.1 0.111
H 3.198 -4.756 -2.346 0.0 0.0 -0.1 0.099
H 2.250 -5.079 -0.096 0.0 -0.1 0.1 0.100
H 1.526 -3.142 1.237 0.0 0.0 0.1 0.111
H 1.225 -0.748 1.470 -0.1 0.0 0.1 0.117
H -2.655 -1.441 2.198 0.0 -0.1 0.1 0.119
H -1.505 -2.613 0.343 0.0 -0.1 0.0 0.116
H -0.466 -2.545 -1.888 0.1 -0.1 0.0 0.118
```
Positions in Å, forces in eV/Å.

For the LUMO energy, the calculation gives 0.6 eV. Its structure (SMILES) is c1ccc2cc(OCCOCCOc3ccc4ccccc4c3)ccc2c1. The relative energy (zero: lowest compared OMol25 entry of this formula, charge and spin) is 0.0 kJ/mol. The calculation puts the strongest force on any atom at 0.0109 hartree/bohr.

***

Computed, not measured: a molecular structure, C16H39BO4PTi in a non-equilibrium geometry, with ωB97M-V with the def2-TZVPD basis set.

Structure (XYZ):
```
62
Properties=species:S:1:pos:R:3:forces:R:3:lowdin_charge:R:1
C 4.445 0.439 2.569 0.0 -0.4 -1.1 -0.132
C 5.462 1.651 2.027 -1.6 -0.6 1.9 -0.263
C 4.676 2.604 0.948 0.8 1.4 0.4 -0.210
C 4.992 2.285 -0.628 0.5 0.7 0.2 -0.196
C 5.164 0.700 -1.004 0.5 -0.3 -0.6 -0.242
C 4.281 0.184 -2.284 0.2 0.2 -0.1 -0.213
C 2.723 0.689 -2.310 -0.1 -0.8 -1.0 -0.235
C 1.915 0.547 -0.892 0.9 4.3 -1.3 -0.264
P 1.761 -1.233 -0.216 -0.9 2.8 -1.2 0.592
C -0.149 -1.223 -0.230 -3.0 -0.9 0.1 -0.329
O -0.764 -0.874 -1.521 -0.8 -0.9 2.0 -0.227
C -2.215 -1.108 -1.385 -2.4 0.0 0.1 -0.165
C -3.113 0.301 -1.430 0.4 -0.6 1.0 -0.148
O -4.497 -0.130 -1.042 1.2 2.2 -0.2 -0.223
C -5.237 0.987 -0.434 -1.7 0.4 0.8 -0.162
C -6.884 0.839 -0.670 -0.4 0.4 -0.8 -0.173
O -7.604 0.373 0.526 -0.9 0.5 -1.4 -0.240
C -9.067 0.641 0.405 -1.1 0.0 0.6 -0.245
C -9.991 -0.540 1.136 0.4 0.0 -0.3 -0.111
B 1.711 -2.964 0.661 0.0 -5.8 1.6 -0.417
C 1.970 -3.014 2.294 -0.6 0.4 1.1 -0.066
O 1.487 -4.252 -0.061 2.3 4.2 0.6 0.033
H 3.961 0.685 3.605 1.0 -0.4 -2.1 0.095
H 3.592 0.301 1.747 1.7 0.2 1.9 0.047
H 4.997 -0.616 2.607 -1.1 2.2 0.1 0.052
H 6.405 1.098 1.610 -1.8 1.7 0.2 -0.102
H 5.791 2.223 3.021 -0.5 -1.0 -2.5 0.133
H 3.512 2.655 1.206 2.6 -0.5 -0.5 0.124
H 5.069 3.714 1.145 -0.9 -2.4 -0.5 0.125
H 4.179 2.852 -1.275 1.6 -1.4 1.3 0.121
H 6.022 2.831 -0.882 -2.3 -1.2 0.6 0.124
H 6.308 0.555 -1.314 -2.3 0.1 0.6 0.092
H 4.976 -0.050 -0.126 0.2 1.7 -1.4 0.060
H 4.270 -0.986 -2.274 0.1 2.1 -0.1 0.106
H 4.862 0.540 -3.262 -1.6 -0.8 2.0 0.132
H 2.148 0.011 -3.104 1.3 1.5 1.7 0.125
H 2.684 1.791 -2.761 -0.1 -2.2 1.4 0.127
H 0.872 1.105 -1.042 2.0 -1.8 0.5 0.131
H 2.488 1.184 -0.075 -1.1 -1.6 -1.5 0.073
H 1.857 -1.848 -1.526 -0.4 -0.1 -0.2 0.039
H 3.200 -1.313 -0.129 0.8 -0.3 0.4 0.021
H 1.687 -0.643 1.127 0.1 -0.1 0.1 0.013
H -0.490 -2.340 0.020 0.5 2.1 -0.3 0.118
H -0.630 -0.516 0.601 1.5 -1.3 -1.4 0.153
H -2.659 -1.840 -2.211 1.4 1.6 1.5 0.152
H -2.513 -1.612 -0.344 0.9 1.1 -2.2 0.140
H -3.083 0.820 -2.491 -0.1 -1.0 2.2 0.143
H -2.716 1.028 -0.572 -0.6 -1.4 -2.0 0.135
H -5.093 0.994 0.738 -0.1 0.0 -2.3 0.142
H -4.930 2.034 -0.858 -0.4 -2.1 0.6 0.129
H -7.148 0.110 -1.563 0.9 1.4 1.7 0.142
H -7.352 1.892 -0.956 1.3 -1.9 0.5 0.130
H -9.291 1.643 0.986 0.5 -1.8 -1.4 0.126
H -9.410 0.732 -0.735 0.9 -0.2 2.5 0.130
H -11.145 -0.258 1.127 2.6 -0.4 -0.1 0.087
H -9.873 -1.534 0.529 -0.2 1.8 1.3 0.076
H -9.663 -0.717 2.256 -0.6 0.4 -2.4 0.084
H 1.791 -1.986 2.841 0.4 -2.0 -1.3 0.071
H 1.182 -3.769 2.777 1.9 1.3 -1.1 0.107
H 3.084 -3.329 2.565 -2.4 0.4 -0.8 0.102
H 2.137 -4.230 -0.829 -1.5 -0.2 0.9 0.125
Ti 7.855 -0.115 1.361 0.1 -0.4 -0.1 0.710
```
Positions in Å, forces in eV/Å.

For the LUMO energy, the calculation gives -6.7 eV. Its net charge is +1. The calculation puts the strongest force on any atom at 0.1164 hartree/bohr.